Record 1
{
  "formula": "C28H20FeN3O2PSe2",
  "method": "the ωB97M-V functional and the def2-TZVPD basis",
  "species": ["Fe", "O", "C", "O", "C", "C", "C", "N", "C", "C", "C", "C", "C", "C", "C", "N", "C", "C", "C", "C", "C", "N", "H", "H", "H", "H", "H", "H", "H", "H", "H", "H", "Se", "P", "Se", "C", "C", "C", "C", "C", "C", "C", "C", "C", "C", "C", "C", "H", "H", "H", "H", "H", "H", "H", "H", "H", "H"],
  "coordinates": [[-0.748, 0.605, -0.019], [-4.099, 6.488, 0.355], [-4.182, 5.831, -0.667], [-4.738, 5.806, -1.749], [-3.287, 4.461, -0.491], [-3.256, 3.553, -1.533], [-2.474, 2.421, -1.358], [-1.791, 2.238, -0.225], [-1.825, 3.114, 0.781], [-2.582, 4.271, 0.682], [-0.978, 2.698, 1.911], [-0.811, 3.430, 3.075], [0.038, 2.948, 4.057], [0.686, 1.742, 3.849], [0.454, 1.056, 2.671], [-0.351, 1.517, 1.716], [-2.252, 1.335, -2.326], [-2.823, 1.280, -3.586], [-2.502, 0.228, -4.426], [-1.613, -0.736, -3.980], [-1.092, -0.623, -2.705], [-1.403, 0.378, -1.885], [-3.819, 3.739, -2.434], [-2.632, 5.006, 1.471], [-1.339, 4.363, 3.207], [0.183, 3.506, 4.972], [1.358, 1.330, 4.588], [0.916, 0.097, 2.487], [-3.507, 2.055, -3.903], [-2.936, 0.168, -5.415], [-1.322, -1.567, -4.606], [-0.400, -1.357, -2.322], [1.574, 0.345, -0.661], [1.182, -1.624, 0.227], [-1.813, -1.151, 0.838], [1.460, -2.900, -1.043], [0.402, -3.738, -1.385], [0.571, -4.687, -2.385], [1.795, -4.800, -3.028], [2.852, -3.971, -2.673], [2.693, -3.018, -1.681], [2.353, -1.944, 1.576], [3.309, -1.020, 1.989], [4.097, -1.299, 3.096], [3.929, -2.488, 3.792], [2.974, -3.409, 3.381], [2.180, -3.138, 2.280], [-0.543, -3.654, -0.860], [-0.249, -5.340, -2.655], [1.933, -5.545, -3.801], [3.807, -4.068, -3.174], [3.512, -2.364, -1.409], [3.447, -0.099, 1.436], [4.848, -0.587, 3.413], [4.548, -2.699, 4.654], [2.843, -4.334, 3.926], [1.425, -3.847, 1.958]],
  "lowdin_spin": [2.21, 0.34, 0.09, 0.32, 0.23, 0.01, 0.03, 0.02, 0.03, 0.01, 0.00, 0.00, 0.00, 0.00, 0.00, 0.00, 0.00, 0.00, 0.00, 0.00, 0.01, 0.00, 0.00, 0.00, 0.00, 0.00, 0.00, 0.00, 0.00, 0.00, 0.00, 0.00, 0.08, 0.33, 1.10, 0.05, 0.00, 0.00, 0.00, 0.00, 0.01, 0.04, 0.02, 0.00, 0.02, 0.00, 0.02, 0.00, 0.00, 0.00, 0.00, 0.00, 0.00, 0.00, 0.00, 0.00, 0.00],
  "multiplicity": 6,
  "charge": 1,
  "gap_ev": [5.95, 4.20],
  "s_squared": 8.810
}

***

Record 2
{
  "formula": "C4H4ClN",
  "method": "the ωB97M-V functional and the def2-TZVPD basis",
  "species": ["C", "C", "Cl", "C", "C", "N", "H", "H", "H", "H"],
  "coordinates": [[-0.465, 1.203, 0.015], [-0.667, -0.260, 0.037], [-2.238, -0.804, 0.013], [0.216, -1.242, 0.007], [1.648, -0.877, 0.007], [2.721, -0.473, 0.019], [-0.650, 1.778, 0.956], [0.559, 1.373, -0.332], [-1.171, 1.626, -0.738], [0.048, -2.325, 0.015]],
  "nbo_charge": [-0.67, 0.03, 0.05, -0.34, 0.25, -0.32, 0.25, 0.25, 0.24, 0.26],
  "multiplicity": 1,
  "gap_ev": 10.35,
  "smiles": "C/C(Cl)=C\\C#N"
}

***

Record 3
{
  "formula": "C15H38N2O3Si",
  "method": "the ωB97M-V functional and the def2-TZVPD basis",
  "species": ["C", "Si", "C", "C", "C", "C", "C", "O", "C", "H", "H", "H", "H", "H", "H", "H", "H", "H", "H", "H", "H", "H", "H", "H", "H", "C", "O", "C", "C", "C", "N", "H", "H", "H", "H", "H", "H", "H", "H", "H", "H", "H", "C", "O", "C", "C", "C", "N", "H", "H", "H", "H", "H", "H", "H", "H", "H", "H", "H"],
  "coordinates": [[-2.163, -3.099, 4.019], [-2.672, -2.637, 2.178], [-2.009, -4.053, 1.054], [-1.726, -0.975, 1.766], [-4.587, -2.442, 2.202], [-5.518, -3.737, 2.679], [-6.193, -4.022, 1.194], [-6.627, -2.657, 0.774], [-5.380, -1.832, 0.904], [-2.818, -4.053, 4.280], [-1.021, -3.356, 4.010], [-2.454, -2.160, 4.656], [-1.357, -3.565, 0.186], [-2.820, -4.799, 0.656], [-1.227, -4.668, 1.712], [-1.539, -0.457, 2.807], [-0.679, -1.161, 1.252], [-2.357, -0.307, 1.032], [-4.750, -1.656, 3.079], [-4.770, -4.519, 3.126], [-6.207, -3.203, 3.495], [-7.002, -4.884, 1.193], [-5.277, -4.190, 0.454], [-5.718, -0.759, 1.302], [-4.863, -1.809, -0.145], [-1.533, -0.230, -2.168], [-0.228, -0.382, -1.632], [0.801, 0.260, -2.393], [0.931, 1.779, -2.138], [-0.159, 2.609, -2.813], [0.942, 2.086, -0.700], [-1.533, -0.218, -3.263], [-1.993, 0.679, -1.775], [-2.140, -1.075, -1.831], [1.738, -0.216, -2.078], [0.688, 0.038, -3.461], [1.890, 2.101, -2.565], [-1.113, 2.565, -2.280], [0.134, 3.664, -2.849], [-0.326, 2.276, -3.843], [1.738, 1.610, -0.272], [0.130, 1.621, -0.284], [4.698, 1.355, 0.115], [3.959, 2.451, -0.400], [4.584, 3.726, -0.211], [5.687, 4.055, -1.241], [7.000, 3.315, -0.991], [5.242, 3.782, -2.616], [5.239, 1.614, 1.031], [5.387, 0.982, -0.644], [3.996, 0.549, 0.345], [3.782, 4.465, -0.328], [4.948, 3.829, 0.818], [5.903, 5.128, -1.158], [6.963, 2.270, -1.311], [7.815, 3.787, -1.550], [7.268, 3.338, 0.070], [4.422, 4.359, -2.813], [4.873, 2.827, -2.631]],
  "nbo_charge": [-1.11, 1.65, -1.16, -1.13, -0.72, -0.44, -0.09, -0.56, -0.10, 0.23, 0.24, 0.24, 0.25, 0.24, 0.24, 0.24, 0.26, 0.24, 0.23, 0.22, 0.23, 0.22, 0.17, 0.21, 0.19, -0.25, -0.55, -0.08, -0.08, -0.61, -0.82, 0.17, 0.17, 0.19, 0.18, 0.16, 0.19, 0.20, 0.22, 0.20, 0.36, 0.35, -0.25, -0.56, -0.08, -0.08, -0.62, -0.82, 0.17, 0.17, 0.18, 0.19, 0.17, 0.19, 0.20, 0.22, 0.20, 0.35, 0.35],
  "multiplicity": 1,
  "gap_ev": 9.78,
  "smiles": "C[Si](C)(C)[C@@H]1CCOC1.COC[C@@H](C)N.COC[C@@H](C)N"
}

***

Number 1: E -7801.43892 hartree. Number 2: E -669.73253 hartree. Number 3: E -1218.88430 hartree.